1.
C26H33N3O3 | ωB97M-V with the def2-TZVPD basis set

Cartesian coordinates (Å):
C (5.051, 2.240, 1.015)
H (4.903, 3.236, 1.437)
H (5.607, 2.300, 0.082)
H (5.590, 1.631, 1.744)
O (3.806, 1.647, 0.695)
C (2.952, 1.486, 1.741)
O (3.270, 1.845, 2.857)
C (1.704, 0.869, 1.318)
C (0.674, 0.562, 2.155)
N (-0.464, -0.034, 1.678)
C (-0.536, -0.562, 0.387)
N (-1.610, -1.175, 0.072)
C (-1.823, -1.737, -1.235)
H (-0.956, -2.314, -1.591)
C (-2.175, -0.662, -2.270)
H (-1.360, 0.063, -2.329)
C (-3.455, 0.087, -1.904)
H (-3.455, 0.272, -0.826)
H (-4.331, -0.517, -2.141)
C (-3.543, 1.422, -2.642)
O (-2.509, 2.309, -2.276)
H (-2.542, 2.428, -1.320)
H (-4.523, 1.887, -2.459)
H (-3.427, 1.270, -3.718)
H (-2.278, -1.126, -3.252)
H (-2.665, -2.428, -1.130)
N (0.591, -0.443, -0.368)
H (0.510, -0.752, -1.325)
C (1.571, 0.599, -0.162)
H (2.528, 0.220, -0.538)
C (1.218, 1.894, -0.932)
H (1.529, 2.753, -0.335)
H (0.134, 1.952, -1.059)
C (1.903, 1.984, -2.301)
C (1.413, 0.935, -3.258)
C (2.071, -0.283, -3.389)
C (1.602, -1.251, -4.261)
C (0.474, -1.008, -5.026)
C (-0.184, 0.204, -4.909)
C (0.277, 1.164, -4.026)
H (-0.253, 2.101, -3.926)
H (-1.062, 0.402, -5.506)
H (0.114, -1.759, -5.714)
H (2.125, -2.193, -4.350)
H (2.965, -0.473, -2.812)
H (1.702, 2.972, -2.721)
H (2.980, 1.886, -2.155)
C (-1.598, -0.295, 2.545)
C (-1.384, -1.435, 3.509)
C (-1.919, -1.379, 4.790)
C (-1.748, -2.434, 5.670)
C (-1.036, -3.554, 5.279)
C (-0.503, -3.618, 4.002)
C (-0.679, -2.567, 3.121)
H (-0.271, -2.622, 2.123)
H (0.050, -4.492, 3.690)
H (-0.897, -4.376, 5.966)
H (-2.167, -2.378, 6.663)
H (-2.472, -0.504, 5.102)
H (-1.864, 0.616, 3.087)
H (-2.416, -0.565, 1.869)
C (0.696, 0.864, 3.618)
H (1.677, 1.229, 3.901)
H (0.459, -0.026, 4.196)
H (-0.037, 1.633, 3.855)

The calculation puts the LUMO energy at 0.70 eV. For the relative energy (zero: lowest compared OMol25 entry of this formula, charge and spin), the calculation gives 136.25 kJ/mol. For the strongest force on any atom, the calculation gives 0.81 eV/Å. As for the SMILES: COC(=O)C1=C(C)N(Cc2ccccc2)/C(=N/CCCCO)N[C@H]1CCc1ccccc1. The gap between HOMO and LUMO comes out at 0.319 Eh.

---

2.
C26H33N3O5S | ωB97M-V with the def2-TZVPD basis set

Cartesian coordinates (Å):
C (-2.283, -1.731, -0.776)
H (-2.433, -2.419, -1.613)
O (-0.967, -1.795, -0.283)
C (-0.463, -3.018, 0.064)
C (-1.218, -4.184, 0.097)
C (-0.630, -5.391, 0.437)
C (0.715, -5.449, 0.747)
C (1.464, -4.285, 0.729)
C (0.898, -3.065, 0.398)
C (1.753, -1.821, 0.385)
N (2.475, -1.720, -0.878)
C (1.731, -1.041, -1.920)
C (1.680, 0.485, -1.745)
C (3.098, 1.049, -1.652)
C (3.855, 0.329, -0.535)
C (3.816, -1.186, -0.781)
H (4.349, -1.715, 0.013)
H (4.321, -1.409, -1.728)
H (4.891, 0.672, -0.497)
H (3.384, 0.543, 0.425)
C (3.118, 2.578, -1.472)
N (2.787, 3.071, -0.162)
S (1.297, 3.624, 0.247)
O (0.668, 4.100, -0.951)
O (1.475, 4.527, 1.345)
C (0.291, 2.276, 0.888)
C (-1.011, 2.196, 0.455)
C (-1.889, 1.273, 1.024)
C (-1.406, 0.449, 2.043)
C (-0.100, 0.535, 2.482)
C (0.773, 1.460, 1.910)
O (2.078, 1.617, 2.246)
C (2.571, 0.924, 3.374)
H (3.598, 1.263, 3.500)
H (2.561, -0.159, 3.214)
H (1.998, 1.168, 4.272)
H (0.230, -0.122, 3.271)
H (-2.072, -0.268, 2.497)
C (-3.270, 1.156, 0.601)
C (-4.011, 1.725, -0.415)
C (-5.299, 1.138, -0.256)
N (-5.305, 0.307, 0.753)
O (-4.066, 0.305, 1.291)
C (-6.513, 1.376, -1.075)
H (-7.329, 0.770, -0.692)
H (-6.325, 1.111, -2.114)
H (-6.795, 2.427, -1.033)
C (-3.623, 2.705, -1.462)
H (-3.392, 3.674, -1.019)
H (-2.744, 2.363, -2.008)
H (-4.440, 2.836, -2.167)
H (-1.308, 2.878, -0.321)
H (3.330, 2.747, 0.617)
H (2.393, 3.043, -2.143)
H (4.117, 2.953, -1.727)
H (3.606, 0.839, -2.602)
H (1.154, 0.931, -2.590)
H (1.122, 0.737, -0.841)
H (0.721, -1.448, -1.939)
H (2.216, -1.277, -2.873)
H (2.488, -1.903, 1.191)
H (1.117, -0.948, 0.578)
H (2.516, -4.319, 0.972)
H (1.176, -6.389, 1.005)
H (-1.234, -6.286, 0.455)
H (-2.271, -4.164, -0.138)
H (-2.414, -0.708, -1.127)
H (-3.020, -1.941, 0.006)

The calculation puts the LUMO energy at 0.38 eV. For the relative energy (zero: lowest compared OMol25 entry of this formula, charge and spin), the calculation gives 369.52 kJ/mol. For the strongest force on any atom, the calculation gives 1.33 eV/Å. As for the SMILES: COc1ccccc1CN1CCC(CNS(=O)(=O)c2cc(-c3onc(C)c3C)ccc2OC)CC1. The gap between HOMO and LUMO comes out at 0.314 Eh.